(1)
C3H3GdO4 | ωB97M-V/def2-TZVPD

* 2S+1: 9
* electronic energy: -1182.42726 hartree
* HOMO-LUMO gap (alpha / beta): 4.151 / 7.189 eV
* charge: +1
* E_HOMO (alpha / beta): -11.33 / -13.98 eV
* LUMO (alpha / beta): -0.2637 / -0.2494 hartree

Cartesian coordinates (Å):
C1 0.2033 0.7115 -1.1812
C2 1.1294 1.2812 -0.1624
O1 1.7683 0.5204 0.5782
O2 0.5051 -0.5961 -1.3973
H1 0.3749 1.2977 -2.1104
H2 1.3960 2.3500 -0.2209
Gd1 1.2284 -1.7390 0.3417
O3 -0.8265 -1.9838 1.3960
O4 -2.9319 -1.4826 2.0212
C3 -1.8655 -1.2523 1.4980
H3 -0.9815 0.8932 -0.7628


(2)
C3H3HgLiO2 | ωB97M-V/def2-TZVPD

* 2S+1: 2
* electronic energy: -427.21120 hartree
* ΔE to the lowest compared entry with this formula, charge and spin: 95.0 kJ/mol
* HOMO-LUMO gap (alpha / beta): 7.505 / 5.819 eV
* charge: +1
* E_HOMO (alpha / beta): -12.01 / -11.73 eV
* LUMO (alpha / beta): -0.1657 / -0.2172 hartree

Cartesian coordinates (Å):
O1 0.3418 -0.9688 -0.7580
C1 -0.9015 -0.8417 -1.0041
C2 -1.6169 0.2156 -0.2261
H1 -2.5596 -0.2283 0.1354
H2 -1.0459 0.6046 0.6353
H3 -1.9056 1.0390 -0.8974
O2 2.6111 1.1197 1.8404
C3 2.9784 2.1669 2.0615
Hg1 1.6713 -1.0775 1.0120
Li1 0.4269 -2.0296 -2.7990


> electronic energy of number 2 (C3H3HgLiO2)?

-427.21120 hartree